Molecular formula: C12H26IN2O5P
Method: DFT, ωB97M-V/def2-TZVPD

Properties
Gap between HOMO and LUMO in eV: 8.6
SMILES: O=C([O-])[C@@H]1C[C@@H](P(O)I)CC[NH2+]1.COCCNCCOC
Multiplicity: 1

```
47
Properties=species:S:1:pos:R:3:forces:R:3
O 7.97677 -0.39701 -2.28817 0.1 -0.2 0.2
C 6.98734 0.34363 -2.13062 -0.1 -0.3 -0.6
O 6.80338 1.39794 -1.54426 0.0 0.7 0.4
C 5.70509 -0.31640 -2.77531 0.1 0.3 -0.2
C 4.43183 0.52221 -2.83541 -0.2 -0.1 -0.2
C 3.27001 -0.14102 -2.08477 0.4 -0.4 0.0
P 1.74518 0.88645 -2.29873 0.0 -0.1 0.0
O 0.70335 -0.37305 -2.51627 -0.2 0.2 0.0
I 1.34059 1.45939 0.06504 0.0 0.0 0.1
C 3.17939 -1.58299 -2.61943 0.1 0.3 -0.1
C 4.32402 -2.37139 -2.00332 -0.2 -0.1 0.2
N 5.57221 -1.53397 -1.89787 -0.1 -0.5 -0.1
H 6.00879 -0.67429 -3.75764 -0.1 -0.2 0.0
H 4.64086 1.53642 -2.49340 0.1 -0.1 0.2
H 4.12881 0.58278 -3.88718 0.0 0.1 0.1
H 3.51599 -0.21165 -1.02067 -0.2 0.2 0.0
H -0.18064 -0.02336 -2.68808 0.0 -0.1 -0.1
H 3.27548 -1.54734 -3.70859 -0.1 -0.1 0.0
H 2.24014 -2.07347 -2.38021 0.0 0.0 0.0
H 4.05136 -2.65030 -0.98371 0.1 0.0 0.0
H 4.54893 -3.29595 -2.53330 0.1 0.2 -0.2
H 5.71037 -1.22799 -0.93359 -0.1 0.1 0.0
H 6.40987 -2.07980 -2.11519 0.2 0.1 0.1
C -5.84282 2.55242 3.31790 0.0 0.0 0.0
O -5.92323 1.16175 3.08437 0.1 0.0 0.0
C -6.16279 0.80239 1.73026 -0.1 0.0 0.0
C -4.97724 0.06272 1.15282 0.1 0.0 0.1
N -3.82917 0.94588 1.01398 0.0 -0.1 0.1
C -2.59182 0.28408 0.62227 0.0 0.1 0.0
C -1.98412 -0.72863 1.58495 0.0 -0.1 -0.1
O -1.51701 -0.15774 2.79065 0.0 0.1 0.0
C -2.46497 -0.06338 3.83576 0.1 0.0 0.0
H -5.75440 2.69202 4.39366 0.0 0.0 0.0
H -4.97340 3.00684 2.82986 0.0 0.0 0.0
H -6.74365 3.06750 2.96951 0.0 0.0 0.0
H -6.38403 1.69235 1.13350 0.0 0.0 0.0
H -7.03875 0.14808 1.70529 0.0 0.0 0.0
H -5.24788 -0.32214 0.16465 0.0 0.0 0.0
H -4.77911 -0.80213 1.80238 0.0 0.0 0.0
H -3.68058 1.42838 1.89147 0.0 0.0 0.0
H -1.83679 1.05510 0.45592 0.0 0.0 -0.1
H -2.76100 -0.21651 -0.33825 0.0 0.0 0.0
H -1.10588 -1.15892 1.09523 0.0 0.0 0.0
H -2.67025 -1.55708 1.80237 0.0 0.0 0.0
H -3.18598 -0.88509 3.79734 0.0 0.0 0.0
H -3.01454 0.88238 3.81710 0.0 0.0 0.0
H -1.91973 -0.11912 4.77765 0.0 0.0 0.0
```
Forces are in eV/Å.

Okay, here come the Mulliken numbers, in e, for every atom: -0.7173, 0.4006, -0.6543, -0.1243, -1.0627, -0.0653, 0.0021, -0.4980, -0.0698, -0.6430, -0.8951, -0.1205, 0.3414, 0.5364, 0.3524, 0.5398, 0.3334, 0.3291, 0.4310, 0.3980, 0.3702, 0.4040, 0.4264, -0.7288, -0.3580, -0.7883, -0.2131, -0.2929, -0.5425, -0.6258, -0.3900, -0.5966, 0.2451, 0.3043, 0.3530, 0.4138, 0.3885, 0.3498, 0.1989, 0.1105, 0.3160, 0.3115, 0.3935, 0.3656, 0.2881, 0.2105, 0.2723

Molecular formula: CH2F3O3SSm
Method: DFT, ωB97M-V/def2-TZVPD

Properties
Gap between HOMO and LUMO (spin up / spin down) in eV: 6.6 / 6.7
Charge: +1
Multiplicity: 7

```
11
Properties=species:S:1:pos:R:3:forces:R:3
Sm -1.78817 1.73121 1.52519 1.8 -1.2 -0.3
O 1.05644 0.56407 -0.84028 -0.2 -0.3 1.7
H -0.90386 1.52491 -1.27492 0.0 0.0 0.0
H -2.20239 2.42172 -1.57157 0.1 0.0 -0.4
S 1.42391 0.02000 0.53028 -0.3 0.6 -1.7
O -1.72179 1.93102 -0.90138 0.3 -0.2 0.6
O 0.31087 0.36002 1.54539 -1.5 1.0 0.1
C 1.02038 -1.80481 0.29198 0.5 0.1 -0.2
F 1.48112 -2.20667 -0.88874 -0.1 0.1 0.1
F 1.60984 -2.52018 1.24525 0.0 0.0 0.2
F -0.28635 -2.02130 0.33881 -0.6 0.0 0.0
```
Forces are in eV/Å.

Okay, here come the Mulliken numbers, in e, for every atom: 1.6734, -0.6693, 0.3772, 0.3385, 0.5633, -0.5928, -0.7107, 0.6855, -0.2119, -0.2210, -0.2322

Molecular formula: C17H29BCeNO4P2
Method: DFT, ωB97M-V/def2-TZVPD

Properties
Gap between HOMO and LUMO (spin up / spin down) in eV: 7.5 / 7.5
Charge: +1
Multiplicity: 1

```
55
Properties=species:S:1:pos:R:3:forces:R:3
C -0.83223 1.11418 -4.38829 0.2 0.3 -0.7
C -0.81389 0.61999 -3.08809 0.6 0.2 0.2
N 0.03818 1.13769 -2.15591 -0.4 -0.2 0.7
C 0.85163 2.16138 -2.47717 -0.1 0.0 -0.8
C 0.85309 2.69021 -3.76505 0.3 0.3 -0.1
C -0.00196 2.16737 -4.75016 0.3 0.2 0.6
C -1.64051 -0.55676 -2.78603 -0.1 -0.2 0.9
P -2.32529 -0.65914 -1.06496 -1.0 -0.2 -1.8
Ce -0.16026 0.50801 0.50929 0.5 -2.2 -0.2
P 2.33777 1.69846 -0.07983 1.0 0.4 -0.2
C 1.77565 2.79284 -1.44176 -0.1 0.2 -0.3
O -0.66043 -2.83142 -3.25562 2.1 -2.0 0.0
O -0.08090 -3.13714 -0.84279 2.1 1.3 1.4
H -1.47541 0.61667 -5.11664 0.1 0.3 0.2
H 1.54712 3.52385 -3.95753 -0.5 -0.5 -0.1
H -0.00113 2.60175 -5.75589 0.0 -0.3 0.4
C -3.83596 0.36986 -1.23872 0.0 0.5 0.5
C -3.11877 -2.30807 -1.02824 0.1 -0.4 0.3
H 2.69395 3.12826 -1.95557 -0.5 0.2 0.2
H 1.27508 3.67018 -0.98923 0.2 -0.3 -0.3
H -0.98108 -1.56698 -2.90854 -1.2 2.0 -0.1
H -2.44685 -0.65838 -3.53562 0.3 0.0 0.4
C 2.76047 2.90826 1.22603 -0.2 0.1 0.2
C 3.99353 1.20035 -0.66015 0.1 -0.6 -0.2
H 0.48230 -2.30536 -0.55773 -1.3 -1.5 -0.4
H 0.40819 -3.83258 -0.36274 -0.5 0.1 -0.4
H -0.28592 -3.05695 -2.31132 -0.5 -0.2 -1.4
H 0.11618 -2.81284 -3.85632 -0.7 -0.2 0.4
H -1.19737 1.94033 0.94866 -1.2 1.6 0.6
H 1.00086 -1.10428 0.28780 0.6 -0.2 0.2
H -4.60945 -0.07546 -1.88135 0.4 0.0 0.2
H -4.24007 0.51058 -0.22883 -0.2 0.1 -0.3
H -3.55885 1.35423 -1.64394 -0.1 -0.2 0.2
H -3.95313 -2.38360 -1.74769 0.4 0.2 0.3
H -2.39082 -3.10445 -1.22546 -0.3 0.3 0.1
H -3.49785 -2.44401 -0.00194 0.0 -0.1 -0.4
H 4.70583 2.03829 -0.65938 -0.3 -0.2 0.0
H 4.37195 0.39099 -0.02040 0.0 0.3 -0.2
H 3.90898 0.80491 -1.68176 0.0 0.0 0.3
H 3.74581 3.36536 1.03985 -0.4 -0.1 0.2
H 1.98383 3.68454 1.24931 0.2 -0.1 0.1
H 2.74882 2.39570 2.19792 0.2 0.2 -0.2
O -0.10640 -2.53667 2.96962 0.7 0.0 -1.1
B 0.04609 -1.53638 1.99763 -1.2 1.1 1.8
O 0.17937 -0.23964 2.84377 0.6 -0.9 -1.0
C 0.23170 -0.64762 4.14995 -0.4 -0.1 1.4
C 0.28246 0.13573 5.30042 0.0 0.1 -0.7
C 0.07260 -0.47527 6.53973 0.1 0.5 0.4
C -0.12667 -1.84632 6.64419 0.1 -1.0 -0.7
C -0.10390 -2.66147 5.48033 0.0 0.7 -0.1
C 0.04918 -2.01986 4.24225 -0.3 0.2 0.6
H 0.45056 1.20045 5.16870 -0.1 -0.1 0.3
H 0.05877 0.13715 7.45818 0.1 -0.3 -0.7
H -0.30382 -2.32648 7.62466 0.2 0.4 -0.7
H -0.22103 -3.74043 5.54233 -0.1 0.2 -0.1
```
Forces are in eV/Å.

Okay, here come the Mulliken numbers, in e, for every atom: -0.9250, 0.6577, 0.1778, 0.7073, -0.8277, -0.5961, -0.5514, 0.9340, 0.3210, 0.7734, -1.1699, -0.6807, -0.7209, 0.4586, 0.4190, 0.4179, -1.3194, -1.2187, 0.4757, 0.3911, -0.1576, 0.4109, -1.2781, -1.3480, 0.1672, 0.3303, 0.4372, 0.3149, -0.0770, -0.2431, 0.3913, 0.4027, 0.3590, 0.4157, 0.2863, 0.4135, 0.4240, 0.3826, 0.3708, 0.3841, 0.4069, 0.3793, -0.6746, 0.7887, -0.2042, 0.4842, -0.7976, -0.5878, -0.4344, -0.8588, 0.8093, 0.4258, 0.3515, 0.3587, 0.4427

> Among the records above, which one has the highest multiplicity?

CH2F3O3SSm

> Look up the multiplicity of the first one.

1

> Which of these has the highest multiplicity?

CH2F3O3SSm